1.
The following is a DFT calculation (ωB97M-V/def2-TZVPD) of the molecule C5H10OS in a non-equilibrium geometry.

```
17
Properties=species:S:1:pos:R:3
C 0.275 -2.038 0.473
C 0.290 0.255 -1.258
C -1.118 0.450 -1.291
C 0.923 1.522 0.569
C 0.155 1.086 1.595
H 0.765 -3.153 0.398
H 0.149 -1.891 1.687
H -0.801 -2.065 0.177
H 0.720 0.166 -2.208
H -1.628 1.325 -1.919
H -1.587 0.408 -0.214
H -1.754 -0.527 -1.449
H 1.776 2.226 0.855
H -0.934 0.396 1.294
H 0.439 1.589 2.625
O 1.071 1.349 -0.680
S 1.260 -1.099 -0.655
```

Results
- net charge = 0
- SMILES = C=CO[C@H](C)SC
- multiplicity = 1

2.
The following is a DFT calculation (ωB97M-V/def2-TZVPD) of a 2-piece molecular cluster, C5H10OS overall in a non-equilibrium geometry.

```
17
Properties=species:S:1:pos:R:3
C 1.631 0.642 -0.940
C 0.928 -0.181 -0.150
C 1.410 -0.724 1.190
C -1.818 1.553 0.217
C -0.937 -0.812 -0.757
O -0.759 -2.197 -0.888
S -1.968 -0.198 0.482
H 1.425 1.225 -1.817
H 2.707 0.780 -0.624
H 1.389 -1.819 1.280
H 2.464 -0.266 1.349
H 0.608 -0.520 1.995
H -2.203 1.984 1.114
H -2.439 1.829 -0.749
H -0.787 1.735 0.129
H -1.221 -0.464 -1.796
H -0.433 -2.566 -0.035
```

Results
- net charge = 0
- multiplicity = 1

3.
The following is a DFT calculation (ωB97M-V/def2-TZVPD) of a 2-piece molecular cluster, C5H10OS overall in a non-equilibrium geometry.

```
17
Properties=species:S:1:pos:R:3
C 0.062 1.547 0.154
C 2.136 -1.664 1.327
C -0.846 0.682 -0.265
C -1.807 -0.118 0.503
C -0.931 0.374 -1.715
O 3.024 0.373 0.054
S 2.194 -0.831 -0.033
H 0.115 1.886 1.125
H 0.914 1.980 -0.450
H 1.601 -2.527 1.259
H 2.597 -1.574 2.203
H -1.970 -1.084 -0.106
H -2.805 0.377 0.628
H -1.408 -0.384 1.507
H -1.856 0.867 -2.143
H -1.022 -0.684 -1.804
H 0.002 0.780 -2.243
```

Results
- net charge = 0
- multiplicity = 1

| no. | electronic energy (eV) |
| --- | --- |
| 1 | -18225.0786 |
| 2 | -18226.4228 |
| 3 | -18227.0235 |